1.
DFT (ωB97M-V with the def2-TZVPD basis set) results for 2 unconnected molecules or ions with the total composition C20H22Br2N at a distorted geometry.

Structure (XYZ):
```
45
Properties=species:S:1:pos:R:3:forces:R:3:nbo_charge:R:1
Br 2.091 -0.518 -6.449 -0.132 0.005 0.370 0.143
C 1.390 -0.522 -4.697 -0.401 0.010 0.641 -0.042
C 0.084 -0.058 -4.462 0.204 -0.082 0.156 -0.232
C -0.436 -0.070 -3.170 0.227 -0.060 0.157 -0.156
C 0.325 -0.547 -2.072 0.370 0.060 -0.740 -0.078
C -0.255 -0.610 -0.756 -0.856 -0.288 -0.131 0.074
C 0.269 -1.413 0.264 -0.028 -0.222 0.680 -0.339
C -0.371 -1.623 1.483 0.258 0.130 -0.966 0.013
C 0.185 -2.366 2.575 0.434 -0.593 0.784 -0.074
C -0.590 -2.630 3.738 0.287 0.082 -0.295 -0.140
C -0.061 -3.318 4.824 0.335 -0.026 -0.151 -0.243
C 1.272 -3.769 4.788 -0.452 0.348 -0.569 -0.035
Br 2.010 -4.672 6.270 -0.168 0.183 -0.319 0.148
C 2.054 -3.544 3.642 -0.260 0.198 -0.174 -0.231
C 1.524 -2.849 2.555 -0.361 -0.070 0.443 -0.149
C 1.645 -1.000 -2.331 -0.211 0.204 -0.409 -0.158
C 2.167 -0.993 -3.626 -0.241 0.088 0.257 -0.237
H -0.515 0.314 -5.288 0.107 -0.094 0.140 0.246
H -1.454 0.288 -2.990 0.321 -0.195 -0.140 0.228
H -1.277 -0.246 -0.636 0.314 -0.176 -0.127 0.228
H 1.182 -1.978 0.051 -0.247 0.473 0.250 0.217
H -1.382 -1.225 1.610 0.278 0.031 0.036 0.219
H -1.623 -2.278 3.767 0.253 -0.108 0.067 0.228
H -0.665 -3.507 5.706 0.075 0.047 -0.153 0.248
H 3.077 -3.906 3.608 -0.150 0.073 0.025 0.245
H 2.149 -2.662 1.685 -0.052 -0.100 0.307 0.219
H 2.269 -1.340 -1.503 -0.097 0.079 -0.372 0.220
H 3.177 -1.348 -3.811 -0.179 0.076 0.047 0.246
C 0.011 4.002 -1.495 0.060 0.230 0.016 -0.619
C -0.830 2.774 -1.169 -0.122 -0.309 -0.345 -0.056
C -2.204 3.142 -0.576 -0.055 0.019 0.052 -0.413
C -2.322 2.375 0.757 0.067 -0.303 -0.229 -0.413
C -0.889 1.956 1.102 0.161 0.777 -0.068 -0.224
N -0.244 1.833 -0.209 0.402 -0.301 0.661 -0.578
H -0.394 4.488 -2.393 0.119 -0.108 0.228 0.230
H -0.031 4.741 -0.681 0.104 -0.245 -0.132 0.214
H 1.059 3.752 -1.692 -0.154 -0.007 -0.012 0.214
H -0.968 2.190 -2.090 0.026 0.314 -0.036 0.189
H -2.262 4.221 -0.395 0.008 -0.184 -0.140 0.220
H -3.001 2.868 -1.276 0.051 0.176 0.252 0.224
H -2.781 2.979 1.542 0.021 -0.209 -0.088 0.234
H -2.919 1.474 0.601 -0.147 0.064 0.130 0.198
H -0.408 2.740 1.715 -0.063 -0.307 -0.098 0.196
H -0.830 1.011 1.650 0.022 0.085 0.027 0.190
H 0.770 1.843 -0.165 -0.127 0.240 -0.031 0.387
```
Forces are in eV/Å.

Summary:
LUMO level: -5.3 eV
relative energy (zero: lowest compared OMol25 entry of this formula, charge and spin): 0.0 kcal/mol
HOMO-LUMO gap: 0.2331 hartree
HOMO energy: -11.6 eV
charge: +1

2.
DFT (ωB97M-V with the def2-TZVPD basis set) results for a molecular structure, C20H22Cl2GeNPd.

Structure (XYZ):
```
47
Properties=species:S:1:pos:R:3:forces:R:3:lowdin_spin:R:1
Pd -0.768 0.963 0.581 0.159 0.195 -0.170 1.462
C -1.374 -2.769 2.846 -0.019 0.053 0.015 -0.004
C -0.021 -3.064 3.093 0.010 0.017 -0.029 0.212
C 0.975 -2.441 2.351 -0.043 0.043 0.118 -0.013
C 0.671 -1.582 1.307 0.018 0.028 -0.005 0.170
C -0.719 -1.459 0.890 -0.164 0.039 -0.132 0.085
C -1.720 -1.961 1.806 0.058 -0.066 0.054 0.154
C 1.712 -0.703 0.750 -0.078 -0.201 -0.027 0.019
C 3.073 -1.083 0.827 0.110 0.046 -0.119 0.020
C 4.039 -0.205 0.451 -0.130 0.058 -0.004 -0.009
C 3.677 1.074 -0.030 0.110 -0.098 -0.006 0.022
C 4.645 2.021 -0.430 -0.004 0.059 -0.021 -0.004
C 4.261 3.236 -0.921 -0.006 -0.039 0.018 0.016
C 2.890 3.539 -1.036 -0.052 -0.013 0.002 -0.003
C 1.930 2.640 -0.657 0.035 0.078 0.026 0.011
C 2.305 1.387 -0.134 -0.134 -0.026 -0.119 0.017
N 1.348 0.478 0.260 0.223 0.059 0.270 0.206
H -2.140 -3.192 3.481 -0.010 -0.001 -0.006 -0.004
H 0.252 -3.726 3.903 -0.003 0.003 0.009 0.012
H 2.000 -2.585 2.662 0.030 0.048 -0.032 -0.004
H -2.760 -1.753 1.599 -0.005 -0.048 -0.027 0.006
H 3.339 -2.071 1.168 -0.050 -0.023 0.014 0.002
H 5.086 -0.474 0.510 0.007 -0.003 -0.011 -0.001
H 5.692 1.761 -0.344 0.005 -0.002 0.001 0.000
H 4.999 3.964 -1.228 0.015 -0.006 0.000 0.001
H 2.587 4.496 -1.439 0.008 0.005 0.001 0.000
H 0.884 2.885 -0.771 0.026 -0.024 0.015 0.000
Cl -1.509 2.467 -0.968 -0.080 -0.108 -0.052 0.429
C -0.375 2.295 2.463 -0.046 -0.107 0.189 0.538
Cl -0.346 0.855 3.409 0.043 -0.032 0.130 0.237
H -1.253 2.907 2.616 0.028 0.043 -0.022 0.025
H 0.596 2.747 2.316 -0.026 0.048 -0.029 0.024
C -4.033 0.116 0.055 -0.041 0.003 0.041 0.012
Ge -2.963 -1.064 -1.098 -0.063 -0.004 -0.051 0.023
C -3.690 -2.875 -1.040 0.018 -0.019 -0.019 0.012
C -2.879 -0.404 -2.925 0.010 -0.032 -0.025 0.000
C -1.100 -1.105 -0.419 -0.004 -0.021 0.019 0.310
H -5.025 -0.321 0.178 -0.010 0.024 -0.011 0.001
H -4.143 1.102 -0.392 0.010 -0.014 -0.040 0.000
H -3.622 0.252 1.060 0.042 -0.022 -0.028 0.004
H -4.619 -2.900 -1.611 -0.014 0.016 0.010 0.001
H -3.910 -3.194 -0.022 0.009 0.000 0.006 0.001
H -3.003 -3.593 -1.487 0.023 0.011 0.002 0.000
H -3.869 -0.078 -3.244 -0.008 -0.005 0.011 0.000
H -2.551 -1.193 -3.601 0.017 -0.004 0.009 0.000
H -2.199 0.442 -3.017 -0.002 0.011 0.032 0.002
H -0.293 -1.018 -1.142 -0.024 0.031 -0.006 0.010
```
Forces are in eV/Å.

Summary:
⟨S²⟩: 6.061
LUMO level (spin up / spin down): -3.6 / -6.4 eV
spin multiplicity: 5
HOMO-LUMO gap (spin up / spin down): 0.2566 / 0.2087 hartree
HOMO energy (spin up / spin down): -10.5 / -12.1 eV
charge: +1

3.
DFT (ωB97M-V with the def2-TZVPD basis set) results for a molecular structure, C20H22Cl2N2O9P2Ru at a distorted geometry.

Structure (XYZ):
```
58
Properties=species:S:1:pos:R:3:forces:R:3:nbo_charge:R:1
Ru 0.307 -0.933 0.215 0.646 0.039 0.166 1.321
C 3.146 -2.218 -1.289 0.451 -0.573 0.231 -0.255
O 2.148 -1.215 -1.360 -0.424 0.470 -0.104 -0.514
C 2.090 -0.396 -2.435 -0.382 0.368 -0.058 0.329
C 2.940 -0.478 -3.532 0.015 -0.221 0.129 -0.290
C 2.784 0.383 -4.606 -0.120 -0.012 0.260 -0.130
C 1.776 1.341 -4.598 -0.112 0.103 0.002 -0.225
C 0.923 1.439 -3.524 0.111 -0.157 0.058 -0.173
C 1.059 0.584 -2.415 0.460 0.392 -0.864 0.108
N 0.288 0.717 -1.288 -0.293 -1.276 1.708 -0.243
N -0.704 1.528 -1.338 0.044 1.110 -1.592 -0.195
C -1.450 1.972 -0.350 0.697 -0.823 0.494 0.105
C -1.231 1.600 1.051 0.332 0.081 0.209 0.467
O -0.204 0.956 1.398 -0.602 0.262 -0.286 -0.647
C -2.231 1.984 1.999 -0.342 0.150 0.370 -0.305
C -3.291 2.746 1.639 0.512 -0.272 0.288 -0.054
C -3.429 3.274 0.319 0.076 0.176 -0.766 -0.114
C -4.424 4.203 0.006 0.110 -0.122 0.068 -0.149
C -4.502 4.762 -1.255 0.016 -0.056 0.046 -0.179
C -3.611 4.361 -2.248 -0.061 -0.025 0.096 -0.187
C -2.637 3.428 -1.968 0.092 -0.112 0.140 -0.167
C -2.512 2.883 -0.681 -0.560 0.428 -0.238 0.014
H 3.036 -2.938 -2.107 -0.021 0.119 0.064 0.195
H 2.982 -2.717 -0.335 0.010 0.025 -0.134 0.235
H 4.145 -1.776 -1.302 -0.108 0.032 -0.035 0.198
H 3.718 -1.222 -3.564 0.067 -0.075 0.061 0.238
H 3.450 0.303 -5.450 0.075 -0.009 -0.060 0.233
H 1.671 2.016 -5.431 -0.055 0.060 -0.111 0.232
H 0.132 2.172 -3.507 0.023 0.057 0.016 0.234
H -2.109 1.631 3.012 0.015 -0.039 0.064 0.243
H -4.042 3.015 2.366 -0.064 -0.011 0.161 0.232
H -5.123 4.487 0.776 -0.106 0.104 0.097 0.224
H -5.243 5.516 -1.465 -0.120 0.018 -0.038 0.232
H -3.683 4.787 -3.236 0.026 0.041 -0.078 0.230
H -1.932 3.125 -2.724 0.023 -0.007 -0.094 0.226
Cl -0.588 -2.312 -2.038 -0.013 -0.390 -0.570 0.041
C -2.272 -2.379 -1.508 -0.034 -0.088 0.038 -0.380
Cl -2.454 -1.152 -0.239 -0.686 -0.057 -0.005 0.033
H -2.466 -3.366 -1.087 0.042 0.236 0.000 0.252
H -2.931 -2.151 -2.345 0.168 0.023 0.194 0.246
C 2.581 -3.667 3.373 0.118 0.000 0.063 -0.635
C 1.512 -2.601 3.427 -0.187 0.353 -1.094 -0.460
O 0.897 -2.552 4.690 -0.028 0.047 0.722 -0.719
P 2.154 -0.962 2.917 0.316 0.262 0.492 2.369
O 1.204 0.113 3.577 0.380 -0.081 0.224 -1.011
O 3.511 -0.820 3.709 -0.204 -0.384 0.243 -0.975
O 2.349 -0.777 1.453 -0.564 -0.146 -0.383 -1.125
P 0.120 -2.859 2.215 -0.441 -0.390 0.428 2.342
O -0.725 -4.060 2.814 0.306 -0.216 -0.274 -0.974
O -0.675 -1.569 2.259 0.334 0.303 -0.309 -1.144
O 0.564 -3.201 0.819 0.331 0.256 -0.192 -1.131
H 3.430 -3.383 3.996 -0.015 -0.063 -0.022 0.237
H 2.906 -3.799 2.343 0.104 -0.092 -0.045 0.232
H 2.176 -4.607 3.742 -0.051 -0.048 -0.043 0.240
H 0.772 -1.634 4.965 -0.187 -0.050 -0.007 0.501
H 0.523 0.445 2.956 -0.218 -0.028 -0.107 0.550
H 4.044 -0.071 3.436 0.225 0.295 -0.048 0.525
H -0.869 -3.956 3.757 -0.125 0.014 0.425 0.521
```
Forces are in eV/Å.

Summary:
⟨S²⟩: 8.821
LUMO level (spin up / spin down): -4.1 / -5.7 eV
relative energy (zero: lowest compared OMol25 entry of this formula, charge and spin): 6.8 kcal/mol
spin multiplicity: 6
HOMO-LUMO gap (spin up / spin down): 0.2502 / 0.1953 hartree
HOMO energy (spin up / spin down): -10.9 / -11.0 eV
charge: +1

4.
DFT (ωB97M-V with the def2-TZVPD basis set) results for a molecular structure, C20H22Cl2NO at a distorted geometry.

Structure (XYZ):
```
46
Properties=species:S:1:pos:R:3:forces:R:3:nbo_charge:R:1
Cl -5.912 2.637 -1.616 -0.171 0.184 -0.064 0.062
C -4.369 1.930 -1.380 0.871 0.146 -0.601 -0.026
C -4.223 0.556 -1.577 0.580 -0.126 0.556 -0.212
C -2.992 -0.011 -1.263 -0.504 0.606 -0.422 -0.197
C -1.893 0.768 -0.901 0.511 -0.883 0.594 -0.046
C -0.645 -0.031 -0.603 -0.086 -0.391 -0.130 0.035
C 0.614 0.666 -0.412 0.829 0.156 0.769 -0.337
C 1.803 0.065 -0.745 -0.870 0.586 0.514 -0.039
C 3.021 0.752 -1.071 1.710 1.042 0.166 -0.157
C 4.239 0.038 -1.234 -0.646 0.058 -0.089 -0.138
C 5.433 0.674 -1.566 -0.392 0.147 0.113 -0.239
C 5.443 2.068 -1.720 -0.927 -0.635 0.162 -0.005
Cl 6.901 2.861 -2.075 0.480 0.275 -0.183 0.071
C 4.258 2.810 -1.600 -0.160 -0.336 0.175 -0.253
C 3.077 2.163 -1.256 -0.058 -0.622 -0.131 -0.093
C -2.006 2.156 -0.824 -0.906 0.143 0.055 -0.185
C -3.258 2.748 -1.101 0.135 -0.577 0.216 -0.219
H -5.027 -0.073 -1.945 -0.093 0.234 0.252 0.244
H -2.892 -1.086 -1.268 0.019 -0.169 -0.335 0.206
H -0.537 -0.879 -1.326 -0.097 0.664 0.959 0.234
H 0.642 1.689 0.040 -0.256 -0.819 -0.930 0.223
H 1.868 -1.014 -0.707 -0.290 -0.239 -0.735 0.226
H 4.205 -1.051 -1.122 0.165 0.377 -0.045 0.217
H 6.343 0.097 -1.719 -0.203 0.208 0.111 0.243
H 4.265 3.882 -1.790 0.065 -0.252 0.131 0.242
H 2.148 2.728 -1.170 0.325 0.005 -0.104 0.208
H -1.174 2.771 -0.485 -0.185 -0.082 -0.362 0.227
H -3.391 3.830 -1.113 0.086 -0.337 0.228 0.246
O 0.503 -2.874 -0.213 0.478 -0.517 0.324 -0.753
C 0.540 -3.006 1.224 0.108 0.290 -0.282 -0.082
C -0.067 -1.744 1.812 -1.138 1.110 -0.399 -0.070
C -0.781 -1.954 3.161 -0.163 0.327 0.298 -0.421
C -2.113 -1.172 3.099 -0.390 0.569 0.346 -0.422
C -2.372 -0.805 1.629 -0.459 0.036 0.162 -0.236
N -1.130 -1.186 0.873 -0.776 -0.177 -0.750 -0.457
H 0.754 -3.733 -0.587 -0.054 0.341 0.027 0.496
H -0.104 -3.872 1.484 0.715 0.288 0.230 0.187
H 1.589 -3.036 1.618 -0.869 -0.622 -0.358 0.205
H 0.645 -0.914 1.879 0.234 -0.335 0.047 0.221
H -0.955 -3.014 3.404 0.170 0.322 -0.272 0.226
H -0.182 -1.512 3.956 0.118 -0.321 0.061 0.240
H -2.967 -1.715 3.527 0.402 -0.078 -0.207 0.238
H -2.072 -0.234 3.691 0.234 -0.568 -0.317 0.225
H -3.287 -1.317 1.215 1.152 0.434 0.268 0.223
H -2.542 0.276 1.541 0.073 -0.324 -0.166 0.225
H -1.400 -1.931 0.236 0.233 -0.140 0.118 0.414
```
Forces are in eV/Å.

Summary:
LUMO level: -3.9 eV
relative energy (zero: lowest compared OMol25 entry of this formula, charge and spin): 0.0 kcal/mol
HOMO-LUMO gap: 0.2700 hartree
HOMO energy: -11.2 eV
charge: +1

5.
DFT (ωB97M-V with the def2-TZVPD basis set) results for a molecular structure, C20H22Cl5OS4Zr at a distorted geometry.

Structure (XYZ):
```
53
Properties=species:S:1:pos:R:3:forces:R:3:nbo_charge:R:1
Zr -0.558 0.457 -0.023 -1.059 -1.007 -1.466 1.837
C -4.113 -0.740 0.534 0.186 0.224 0.139 -0.517
C -4.086 -0.984 -0.965 0.404 0.055 -0.060 -0.522
S -2.360 -1.046 -1.634 -0.402 0.276 -0.281 0.277
C -2.503 -0.041 -3.161 0.118 -0.115 0.264 -0.522
C -2.824 1.428 -2.941 0.261 -0.068 0.088 -0.518
S -1.680 2.224 -1.727 -0.770 -0.061 0.218 0.289
C -2.810 2.989 -0.484 0.199 0.065 -0.134 -0.514
C -3.827 2.086 0.187 0.172 -0.073 0.195 -0.513
S -3.086 0.668 1.118 -0.574 -0.331 -0.310 0.251
H -3.727 -1.602 1.084 -0.092 0.076 0.001 0.260
H -5.138 -0.554 0.869 0.106 -0.073 0.020 0.284
H -4.631 -0.225 -1.525 0.025 -0.012 0.045 0.236
H -4.562 -1.947 -1.169 0.140 0.081 -0.061 0.288
H -3.265 -0.500 -3.798 0.118 -0.002 0.041 0.285
H -1.532 -0.164 -3.650 -0.127 -0.029 0.014 0.264
H -3.853 1.593 -2.626 0.067 0.039 0.119 0.245
H -2.680 1.964 -3.882 -0.012 0.039 0.093 0.289
H -3.322 3.810 -0.994 0.083 -0.034 0.102 0.286
H -2.120 3.415 0.253 -0.143 0.081 -0.160 0.260
H -4.557 1.680 -0.512 0.069 -0.032 0.039 0.244
H -4.373 2.683 0.922 0.014 -0.090 -0.057 0.287
Cl 0.148 -2.419 -0.159 0.009 -0.551 -0.138 0.145
C 1.300 -1.613 -1.207 0.106 0.624 -0.333 0.004
C 0.995 -0.261 -1.255 1.083 -0.654 -0.926 -0.762
C 1.928 0.606 -1.797 -0.099 -0.485 0.205 0.089
Cl 1.484 2.253 -1.425 0.571 0.338 -0.259 0.135
C 3.120 0.170 -2.369 -0.197 0.121 0.083 -0.140
Cl 4.275 1.271 -2.973 -0.204 -0.097 0.082 0.156
C 3.350 -1.229 -2.391 -0.019 0.046 0.104 -0.030
Cl 4.784 -1.827 -3.081 -0.207 0.123 0.058 0.185
C 2.452 -2.141 -1.777 -0.260 -0.026 0.078 -0.107
Cl 2.800 -3.815 -1.742 -0.192 0.171 0.120 0.143
C 4.347 -2.801 1.485 0.152 -0.200 -0.041 -0.670
C 3.203 -1.877 1.659 -0.280 0.335 0.192 0.102
C 3.235 -0.581 1.133 -0.200 0.088 0.173 -0.147
C 2.240 0.334 1.423 0.347 0.215 0.214 -0.228
C 1.166 -0.046 2.243 -0.436 0.039 0.100 -0.390
C 1.081 -1.357 2.725 0.078 -0.046 0.394 -0.168
C 2.090 -2.254 2.423 -0.083 0.204 0.101 -0.186
S 0.021 1.227 2.816 1.417 -0.515 0.618 1.305
C 1.153 2.406 3.562 -0.275 0.320 -0.113 -0.789
O -0.322 1.807 1.394 -0.018 1.631 0.692 -1.053
H 5.131 -2.372 0.868 0.029 -0.024 -0.071 0.242
H 4.020 -3.747 1.062 0.003 -0.108 -0.098 0.258
H 4.772 -3.036 2.461 0.068 0.001 0.088 0.273
H 4.077 -0.274 0.534 0.147 0.086 -0.060 0.241
H 2.353 1.365 1.102 -0.025 -0.064 -0.089 0.252
H 0.263 -1.648 3.374 -0.003 -0.058 0.008 0.256
H 2.043 -3.257 2.818 -0.051 -0.146 0.082 0.259
H 1.992 2.651 2.919 -0.003 -0.143 -0.207 0.268
H 1.505 1.959 4.488 -0.037 -0.269 0.107 0.293
H 0.601 3.309 3.810 -0.200 0.033 -0.014 0.288
```
Forces are in eV/Å.

Summary:
LUMO level: -10.7 eV
relative energy (zero: lowest compared OMol25 entry of this formula, charge and spin): 6.6 kcal/mol
HOMO-LUMO gap: 0.2432 hartree
HOMO energy: -17.3 eV
charge: +3

no.,E_tot (eV)
1,-162664.79999
2,-107618.73384
3,-88706.71753
4,-49671.88458
5,-130352.26796